Entry 1:
Here is C8H19GaNO4 as an isolated structure from the OMol25 dataset. Energies are from ωB97M-V/def2-TZVPD.

Computed properties:
- Orbital gap: 7.750 eV
- Lowest unoccupied orbital energy: 3.17 eV
- E_HOMO: -4.585 eV
- Total charge: -1

Geometry as XYZ:
```
33
Properties=species:S:1:pos:R:3:forces:R:3
C 4.400 -0.726 1.761 0.04 -0.08 0.03
C 3.164 -0.299 0.988 -0.06 0.12 -0.05
O 2.469 -1.432 0.510 0.03 -0.12 0.03
C 2.391 -1.530 -0.899 0.04 -0.02 -0.08
C 1.420 -0.543 -1.553 0.05 0.12 0.09
O 0.265 -1.194 -1.996 -0.03 -0.15 0.14
C -0.923 -0.365 -1.867 0.08 0.05 -0.24
Ga -1.633 -0.160 0.042 0.08 -0.01 0.01
C -1.283 1.760 0.681 0.25 0.22 0.00
C -1.911 2.811 -0.149 -0.21 0.06 -0.13
N -1.415 3.894 -0.613 0.17 -0.22 -0.04
C -3.646 -0.549 -0.077 -0.15 0.02 -0.07
O -4.172 -0.626 1.227 -0.01 -0.08 0.01
O -5.526 -1.216 1.165 0.10 0.15 0.06
H 4.849 0.121 2.286 -0.01 -0.01 -0.04
H 4.125 -1.485 2.496 -0.01 0.06 0.00
H 5.151 -1.162 1.098 -0.04 0.01 0.00
H 3.444 0.357 0.154 0.00 0.00 0.06
H 2.492 0.274 1.636 0.00 -0.04 -0.02
H 2.040 -2.540 -1.111 0.01 0.04 -0.04
H 3.400 -1.414 -1.325 -0.04 -0.01 0.01
H 1.921 -0.043 -2.399 -0.09 0.03 0.01
H 1.162 0.235 -0.820 0.05 -0.05 0.00
H -1.665 -0.848 -2.512 0.02 -0.01 0.05
H -0.701 0.603 -2.347 -0.10 -0.01 0.02
H -0.939 -1.194 1.045 0.01 0.01 0.00
H -0.197 1.931 0.717 -0.07 0.05 0.10
H -1.661 1.843 1.707 -0.12 -0.14 -0.07
H -2.953 2.625 -0.445 0.01 0.06 0.20
H -0.440 3.964 -0.301 -0.06 0.01 0.00
H -3.746 -1.523 -0.577 0.04 0.02 0.04
H -4.218 0.189 -0.658 0.06 -0.05 -0.04
H -5.375 -1.973 1.742 -0.04 -0.05 -0.03
```
Forces are in eV/Å.

Entry 2:
Here is C8H19N14O3RuSe2 as an isolated structure at a distorted geometry from the OMol25 dataset. Energies are from ωB97M-V/def2-TZVPD.

Computed properties:
- Orbital gap (spin up / spin down): 5.950 / 6.430 eV
- <S²>: 0.763
- ΔE to the lowest compared entry with this formula, charge and spin: 106.8 kcal/mol
- Lowest unoccupied orbital energy (spin up / spin down): -2.11 / -1.62 eV
- E_HOMO (spin up / spin down): -8.059 / -8.053 eV
- Spin multiplicity: 2

Geometry as XYZ:
```
47
Properties=species:S:1:pos:R:3:forces:R:3
Ru 0.706 -0.281 -0.460 -0.92 -1.81 2.49
N -0.933 1.719 -0.838 0.18 -0.61 0.42
N -1.324 1.730 -2.178 -0.38 -0.13 -0.20
C -0.532 1.100 -3.076 -0.02 -0.07 -0.88
N -0.956 0.942 -4.328 0.11 -0.05 0.07
N 0.652 0.728 -2.618 -0.12 -0.22 1.91
N 1.564 0.074 -3.353 0.13 -0.42 -0.67
O 2.421 -0.477 -2.695 0.25 0.01 -0.06
O 1.503 0.078 -4.567 0.23 -0.02 -0.56
H -1.481 1.056 -0.259 -0.10 -0.05 -0.13
H -0.900 2.656 -0.448 0.26 -0.10 -0.04
H -2.310 1.834 -2.405 0.36 -0.02 0.14
H -1.906 1.129 -4.593 -0.02 0.04 0.06
H -0.321 0.493 -4.984 -0.14 0.09 0.24
N 2.674 -3.359 -0.702 0.27 -0.29 -0.24
C 3.012 -2.465 0.270 -0.02 0.45 0.72
N 3.859 -2.704 1.272 -0.34 -1.13 -1.30
N 3.848 -1.618 2.006 0.13 1.01 0.60
N 3.052 -0.736 1.515 0.33 0.69 0.47
N 2.501 -1.221 0.406 -1.32 -0.20 -1.57
C 1.636 -3.140 -1.558 -0.70 0.35 -0.50
N 1.449 -3.692 -2.754 1.50 -0.46 1.20
N 0.341 -3.160 -3.213 -1.41 0.37 -0.35
N -0.171 -2.338 -2.361 -0.67 0.29 -1.08
N 0.603 -2.310 -1.280 0.95 1.79 0.89
H 3.324 -4.099 -0.914 -0.06 0.06 0.01
C -1.143 4.988 1.969 0.18 -0.37 0.11
Se -0.007 3.395 2.207 -0.35 0.45 -0.01
C -1.449 2.201 2.825 0.05 0.37 -0.26
C -0.886 0.895 3.332 -0.04 -0.22 -0.37
Se 0.707 0.260 2.313 0.05 0.13 0.29
C 0.456 -1.584 2.863 0.07 -0.16 0.07
H -1.981 4.763 1.314 -0.01 -0.01 -0.03
H -0.529 5.768 1.525 0.02 -0.02 0.01
H -1.506 5.312 2.940 -0.01 0.05 0.00
H -2.119 2.035 1.979 0.01 0.00 0.13
H -1.980 2.739 3.616 0.01 -0.15 -0.14
H -1.644 0.113 3.299 0.03 0.05 -0.07
H -0.540 1.008 4.364 0.16 -0.11 -0.20
H 0.896 -1.727 3.850 -0.03 0.05 -0.09
H 0.937 -2.237 2.140 0.05 0.07 0.06
H -0.611 -1.791 2.876 0.02 0.05 -0.07
C -2.201 -1.645 0.128 -0.45 -0.74 -0.54
O -1.370 -0.606 0.463 1.97 1.18 -0.50
H -1.657 -2.594 0.020 -0.17 0.06 0.01
H -2.718 -1.453 -0.825 -0.08 -0.24 0.03
H -2.964 -1.779 0.913 0.07 0.02 -0.07
```
Forces are in eV/Å.

Entry 3:
Here is C8H19N2O as an isolated structure at a distorted geometry from the OMol25 dataset. Energies are from ωB97M-V/def2-TZVPD.

Computed properties:
- Orbital gap: 11.568 eV
- ΔE to the lowest compared entry with this formula, charge and spin: 43.1 kcal/mol
- Lowest unoccupied orbital energy: -2.60 eV
- E_HOMO: -14.163 eV
- Total charge: +1

Geometry as XYZ:
```
30
Properties=species:S:1:pos:R:3:forces:R:3
C -1.675 0.755 1.612 -0.53 1.08 1.74
C -1.185 -0.554 0.940 1.41 2.40 2.56
C 0.029 1.737 0.560 3.41 1.51 0.41
C 1.088 -2.373 0.029 1.37 0.04 -0.40
C 0.552 -0.837 -1.927 -1.05 1.01 2.24
C 2.466 -0.297 -0.340 -2.70 2.93 3.16
C -2.284 2.316 -0.249 2.29 1.92 0.52
C 1.020 -0.901 -0.408 2.13 -1.08 -1.84
N -1.237 1.947 0.841 -3.64 -1.81 -1.50
N 0.200 -0.218 0.587 0.32 2.15 0.57
O 0.834 2.130 1.640 0.31 -1.14 -1.11
H -2.752 1.002 1.746 0.61 -1.31 0.23
H -1.161 0.711 2.636 -0.91 0.53 -1.20
H -1.325 -1.276 1.706 0.51 -1.00 0.60
H -1.755 -0.847 0.175 -1.85 -0.93 -3.50
H 0.482 2.113 -0.391 -0.45 -0.74 0.73
H 1.162 -2.475 1.126 0.11 0.00 -0.44
H 0.141 -2.713 -0.301 -0.83 -1.40 -0.14
H 1.964 -2.933 -0.466 -1.55 0.85 0.70
H 0.854 0.105 -2.387 -0.14 -0.02 0.03
H -0.550 -0.975 -2.019 0.75 0.05 -0.02
H 1.052 -1.633 -2.408 0.44 -0.84 -0.69
H 2.317 0.816 -0.401 0.51 -0.84 -0.61
H 2.945 -0.334 0.671 -0.45 -0.68 -0.58
H 3.128 -0.636 -1.043 1.36 -0.94 -1.88
H -1.760 3.166 -0.848 -1.23 -1.61 0.81
H -2.699 1.532 -0.884 0.56 -0.24 0.12
H -3.092 2.750 0.341 0.04 0.09 -0.26
H 0.840 -0.240 1.393 -0.79 0.11 0.17
H 0.288 2.347 2.415 -0.02 -0.06 -0.44
```
Forces are in eV/Å.